Entry 1:
{
  "formula": "C27H22InN7S",
  "method": "ωB97M-V/def2-TZVPD",
  "species": ["In", "C", "C", "C", "C", "C", "C", "N", "N", "C", "C", "C", "C", "C", "C", "H", "H", "H", "H", "H", "H", "H", "H", "H", "C", "N", "C", "C", "N", "C", "S", "C", "C", "C", "C", "C", "N", "H", "H", "H", "H", "H", "H", "H", "H", "H", "N", "C", "C", "C", "C", "N", "C", "C", "H", "H", "H", "H"],
  "coordinates": [[-0.09, 0.00, -0.10], [5.31, -2.72, -0.01], [3.97, -3.08, -0.08], [2.99, -2.11, -0.14], [3.34, -0.75, -0.15], [4.70, -0.39, -0.10], [5.67, -1.37, -0.02], [2.32, 0.18, -0.17], [2.65, 1.39, -0.19], [1.70, 2.39, -0.20], [2.19, 3.69, -0.03], [1.31, 4.75, -0.01], [-0.05, 4.54, -0.20], [-0.54, 3.24, -0.38], [0.34, 2.19, -0.38], [6.07, -3.48, 0.06], [3.69, -4.12, -0.08], [1.94, -2.37, -0.21], [4.97, 0.65, -0.11], [6.71, -1.10, 0.02], [3.25, 3.84, 0.10], [1.67, 5.76, 0.16], [-0.73, 5.38, -0.21], [-1.60, 3.10, -0.56], [-4.62, 2.14, 0.26], [-3.61, 2.18, 1.29], [-3.47, 3.14, 2.25], [-2.40, 2.81, 3.00], [-1.87, 1.64, 2.50], [-2.64, 1.26, 1.43], [-2.60, -0.14, 0.48], [-0.76, 0.99, 3.07], [-0.43, 1.19, 4.41], [0.73, 0.62, 4.91], [1.49, -0.20, 4.08], [1.05, -0.40, 2.79], [-0.03, 0.20, 2.28], [-5.17, 3.08, 0.25], [-5.31, 1.31, 0.43], [-4.16, 1.98, -0.72], [-4.15, 3.97, 2.34], [-1.96, 3.33, 3.83], [-1.07, 1.76, 5.07], [1.02, 0.77, 5.93], [2.40, -0.66, 4.43], [1.56, -1.06, 2.10], [0.26, -7.71, -0.17], [-0.01, -6.60, -0.18], [-0.24, -5.20, -0.18], [-0.22, -4.49, -1.38], [-0.30, -3.11, -1.33], [-0.38, -2.44, -0.18], [-0.46, -3.12, 0.96], [-0.39, -4.50, 1.02], [-0.12, -5.00, -2.32], [-0.27, -2.51, -2.23], [-0.55, -2.54, 1.87], [-0.43, -5.02, 1.96]],
  "homo_ev": -13.993,
  "e_above_lowest_ev": 0.952,
  "charge": 2,
  "lumo_energy_ha": -0.2488,
  "total_energy_ev": -54780.969,
  "orbital_gap_ev": 7.223
}

***

Entry 2:
{
  "formula": "C3H12O4S",
  "method": "ωB97M-V/def2-TZVPD",
  "species": ["O", "C", "C", "C", "S", "H", "H", "H", "H", "H", "H", "O", "H", "H", "O", "H", "H", "O", "H", "H"],
  "coordinates": [[-2.92, 0.27, 1.54], [-1.97, 0.62, 0.89], [-0.56, 0.18, 1.19], [0.22, 1.32, 1.80], [2.02, 1.05, 1.93], [-2.16, 1.47, 0.20], [-0.13, -0.14, 0.23], [-0.69, -0.76, 1.74], [0.15, 2.18, 1.13], [-0.20, 1.57, 2.78], [2.10, -0.08, 1.21], [-0.03, -1.08, -1.81], [0.01, -1.82, -2.42], [-0.82, -0.87, -1.33], [-0.14, 1.01, -3.47], [-1.04, 1.18, -3.20], [0.41, 0.75, -2.73], [1.95, -2.36, 0.48], [1.21, -1.92, 0.05], [2.57, -2.56, -0.22]],
  "homo_ev": -9.229,
  "e_above_lowest_ev": 0.868,
  "charge": 0,
  "lumo_energy_ha": 0.0018,
  "total_energy_ev": -22329.741,
  "orbital_gap_ev": 9.278
}

***

Entry 3:
{
  "formula": "C42H41N6O2Sn",
  "method": "ωB97M-V/def2-TZVPD",
  "species": ["Sn", "C", "N", "C", "C", "C", "C", "C", "C", "C", "N", "C", "C", "C", "C", "C", "C", "N", "C", "C", "H", "H", "H", "H", "H", "H", "H", "H", "H", "H", "H", "H", "H", "H", "H", "H", "H", "H", "H", "H", "N", "C", "C", "C", "C", "C", "C", "C", "C", "C", "C", "C", "C", "H", "H", "H", "H", "H", "H", "H", "H", "H", "H", "O", "C", "O", "C", "C", "C", "C", "C", "C", "H", "H", "H", "H", "H", "N", "C", "N", "C", "C", "C", "C", "C", "C", "H", "H", "H", "H", "H", "H"],
  "coordinates": [[0.41, 0.22, 0.22], [2.92, -0.54, -1.87], [2.58, 0.26, -0.68], [3.53, -0.16, 0.38], [2.78, 1.69, -0.88], [3.49, 2.22, -1.94], [3.81, 3.57, -1.95], [3.45, 4.36, -0.86], [2.69, 3.84, 0.17], [2.27, 2.50, 0.14], [1.47, 1.84, 1.08], [0.77, 2.42, 2.15], [0.44, 3.77, 2.29], [-0.28, 4.21, 3.39], [-0.74, 3.32, 4.34], [-0.44, 1.97, 4.20], [0.33, 1.53, 3.14], [0.72, 0.15, 2.99], [2.08, -0.05, 3.51], [-0.18, -0.80, 3.64], [3.98, -0.40, -2.10], [2.32, -0.23, -2.72], [2.76, -1.59, -1.65], [4.55, -0.05, 0.01], [3.35, -1.20, 0.63], [3.41, 0.47, 1.26], [3.80, 1.60, -2.76], [4.36, 3.99, -2.78], [3.76, 5.39, -0.81], [2.45, 4.46, 1.02], [0.70, 4.48, 1.52], [-0.52, 5.26, 3.47], [-1.31, 3.66, 5.19], [-0.78, 1.27, 4.95], [2.08, -0.05, 4.60], [2.73, 0.75, 3.17], [2.47, -1.01, 3.16], [-0.07, -0.79, 4.73], [0.04, -1.80, 3.28], [-1.22, -0.57, 3.39], [-1.14, 2.10, -0.21], [-2.14, 2.32, 0.79], [-2.42, 3.60, 1.24], [-3.38, 3.80, 2.22], [-4.07, 2.72, 2.74], [-3.80, 1.44, 2.26], [-2.84, 1.22, 1.27], [-2.64, -0.18, 0.79], [-3.81, -0.92, 0.63], [-3.81, -2.29, 0.44], [-2.61, -2.96, 0.45], [-1.43, -2.24, 0.54], [-1.40, -0.85, 0.63], [-0.64, 2.95, -0.44], [-1.56, 1.75, -1.07], [-1.88, 4.44, 0.83], [-3.59, 4.80, 2.57], [-4.81, 2.86, 3.50], [-4.33, 0.60, 2.68], [-4.76, -0.40, 0.68], [-4.75, -2.82, 0.31], [-2.57, -4.04, 0.37], [-0.51, -2.78, 0.55], [0.88, 0.93, -3.67], [-0.01, 0.36, -3.08], [-0.12, 0.27, -1.77], [-1.13, -0.33, -3.80], [-1.27, -0.12, -5.17], [-2.29, -0.75, -5.86], [-3.17, -1.60, -5.19], [-3.02, -1.81, -3.83], [-2.01, -1.18, -3.13], [-0.58, 0.54, -5.67], [-2.41, -0.58, -6.92], [-3.96, -2.09, -5.73], [-3.70, -2.48, -3.31], [-1.89, -1.34, -2.06], [2.11, -4.61, 0.74], [2.09, -3.30, 1.08], [1.57, -2.53, 0.16], [1.21, -3.40, -0.88], [0.60, -3.14, -2.10], [0.34, -4.21, -2.93], [0.69, -5.53, -2.56], [1.29, -5.80, -1.35], [1.54, -4.71, -0.52], [2.47, -5.36, 1.30], [2.48, -2.96, 2.02], [0.32, -2.14, -2.38], [-0.14, -4.04, -3.88], [0.47, -6.34, -3.24], [1.56, -6.81, -1.07]],
  "homo_ev": -9.959,
  "e_above_lowest_ev": 0.117,
  "charge": 1,
  "lumo_energy_ha": -0.0941,
  "total_energy_ev": -63082.672,
  "orbital_gap_ev": 7.399
}